(1)
3 unconnected molecules or ions with the total composition C28H47BrN2O2, computed with the ωB97M-V functional and the def2-TZVPD basis.

Element x y z (Å)
1 C -1.567 4.643 1.712
2 C -0.949 3.126 1.792
3 C -0.895 2.308 3.212
4 C -1.413 2.847 4.671
5 C -2.878 3.583 4.663
6 N -3.967 3.235 3.901
7 C -0.207 0.784 3.199
8 C 0.379 0.192 1.787
9 C 0.314 0.997 0.360
10 C -0.365 2.489 0.361
11 Br -0.447 3.465 -1.410
12 C 0.984 0.080 -0.821
13 O 1.387 0.361 -2.063
14 N 1.007 -1.298 -0.127
15 C 1.958 -2.320 -0.712
16 C 1.511 -2.932 -2.167
17 C -0.109 -2.997 -2.420
18 C -0.629 -4.508 -2.900
19 C -0.483 -1.885 -3.593
20 C 1.142 -1.205 1.397
21 O 1.762 -2.004 2.271
22 H -1.236 5.268 0.779
23 H -2.751 4.602 1.837
24 H -1.178 5.223 2.676
25 H -0.580 3.518 5.174
26 H -1.532 1.883 5.366
27 H -2.988 4.542 5.365
28 H -3.681 2.405 3.332
29 H -0.105 0.110 4.163
30 H 2.192 -3.225 0.003
31 H 3.000 -1.766 -0.894
32 H 1.918 -4.050 -2.211
33 H 2.109 -2.337 -3.001
34 H -0.759 -2.724 -1.480
35 H -1.297 -4.432 -3.876
36 H 0.284 -5.255 -3.033
37 H -1.329 -4.958 -2.059
38 H -1.067 -1.000 -3.065
39 H -1.176 -2.318 -4.433
40 H 0.458 -1.418 -4.114
41 C 0.233 9.413 8.052
42 C 0.066 9.257 6.549
43 C -0.447 7.875 6.138
44 C 0.474 6.702 6.492
45 C 1.889 6.783 5.913
46 C 1.918 6.778 4.394
47 H 0.979 8.719 8.450
48 H 0.567 10.428 8.290
49 H -0.715 9.238 8.570
50 H 1.015 9.479 6.048
51 H -0.649 10.011 6.199
52 H -0.635 7.878 5.058
53 H -1.422 7.703 6.611
54 H 0.001 5.775 6.144
55 H 0.545 6.610 7.582
56 H 2.462 5.921 6.276
57 H 2.406 7.674 6.288
58 H 1.446 5.874 3.998
59 H 2.953 6.803 4.037
60 H 1.404 7.648 3.975
61 C 0.534 -5.618 -7.167
62 C -0.633 -6.562 -7.412
63 C -0.897 -7.514 -6.243
64 C 0.246 -8.481 -5.915
65 C 0.688 -9.387 -7.067
66 C -0.407 -10.323 -7.550
67 H 1.475 -6.163 -7.044
68 H 0.654 -4.939 -8.017
69 H 0.365 -5.014 -6.271
70 H -0.464 -7.125 -8.336
71 H -1.536 -5.961 -7.581
72 H -1.808 -8.085 -6.455
73 H -1.117 -6.922 -5.346
74 H -0.065 -9.108 -5.070
75 H 1.114 -7.913 -5.562
76 H 1.538 -9.991 -6.727
77 H 1.056 -8.786 -7.907
78 H -0.759 -10.965 -6.736
79 H -0.026 -10.968 -8.348
80 H -1.264 -9.773 -7.951

Summary:
LUMO energy = -1.51 eV
HOMO-LUMO gap = 0.2798 hartree
SMILES = [H]/N=C\Cc1cc2c(c(Br)c1C)C(=O)N(CCC(C)C)C2=O.CCCCCC.CCCCCC

Mulliken atomic charge list, values in e, 5 entries:
1 C -0.795
2 C 0.772
3 C 0.530
4 C -0.284
5 C -0.139

***

(2)
A molecular structure, C28H47BrNOP3Ti, computed with the ωB97M-V functional and the def2-TZVPD basis.

Element x y z (Å)
1 C 0.285 4.636 -3.622
2 C -0.263 3.559 -4.337
3 C -0.508 3.717 -5.707
4 C -0.357 5.019 -6.244
5 N 0.100 6.056 -5.532
6 C 0.413 5.879 -4.252
7 C -0.577 2.314 -3.631
8 C -1.264 1.714 -2.690
9 C -1.898 0.911 -1.701
10 C -1.015 -0.087 -1.138
11 C -1.398 -0.746 0.049
12 C -2.735 -0.646 0.544
13 C -3.638 0.192 -0.161
14 C -3.210 1.026 -1.211
15 Ti 0.607 1.174 -2.629
16 P 2.874 -0.244 -2.108
17 H -0.836 2.876 -6.320
18 H 0.561 4.497 -2.580
19 H -0.586 5.203 -7.306
20 H 0.816 6.725 -3.694
21 H -3.856 1.771 -1.700
22 H -0.287 -0.563 -1.939
23 H -4.673 0.189 0.150
24 H -0.672 -1.398 0.533
25 C 2.611 -1.573 -0.862
26 C 3.061 -2.977 -1.238
27 H 1.538 -1.563 -0.617
28 H 3.137 -1.246 0.051
29 H 2.827 -3.645 -0.401
30 H 2.544 -3.368 -2.124
31 H 4.146 -3.053 -1.387
32 C 3.250 -0.995 -3.735
33 C 3.558 0.068 -4.789
34 H 2.407 -1.640 -4.015
35 H 4.119 -1.642 -3.559
36 H 3.872 -0.429 -5.713
37 H 2.674 0.678 -5.029
38 H 4.374 0.725 -4.458
39 C 4.575 0.301 -1.593
40 C 5.605 -0.821 -1.412
41 H 4.483 0.869 -0.654
42 H 4.942 1.003 -2.354
43 H 6.597 -0.396 -1.219
44 H 5.381 -1.480 -0.565
45 H 5.717 -1.450 -2.304
46 Br -3.141 -1.532 2.091
47 P -1.611 -1.911 -4.124
48 C -0.286 -2.576 -3.061
49 C -0.118 -4.062 -3.440
50 H -0.562 -2.479 -1.999
51 H 0.640 -2.007 -3.250
52 H 0.922 -4.386 -3.319
53 H -0.748 -4.704 -2.813
54 H -0.418 -4.213 -4.488
55 C -3.060 -2.154 -3.037
56 C -4.071 -3.211 -3.515
57 H -3.553 -1.176 -2.938
58 H -2.716 -2.434 -2.027
59 H -4.834 -3.339 -2.733
60 H -4.574 -2.882 -4.432
61 H -3.594 -4.182 -3.699
62 C -1.892 -0.310 -4.926
63 C -2.820 -0.451 -6.145
64 H -0.918 0.097 -5.248
65 H -2.322 0.362 -4.163
66 H -2.843 0.506 -6.675
67 H -2.428 -1.221 -6.815
68 H -3.850 -0.703 -5.860
69 C -0.868 3.130 0.369
70 P 0.858 2.807 0.114
71 C 1.752 4.214 0.771
72 C 1.426 1.312 0.932
73 O 1.217 2.571 -1.398
74 H -1.143 3.940 -0.312
75 H -1.059 3.420 1.399
76 H -1.515 2.281 0.168
77 H 1.818 4.129 1.869
78 H 2.760 4.249 0.336
79 H 1.233 5.147 0.514
80 H 0.891 0.392 0.633
81 H 2.495 1.198 0.675
82 H 1.316 1.450 2.021

Summary:
multiplicity = 3
charge = +2
LUMO energy (spin up / spin down) = -5.87 / -8.48 eV
HOMO-LUMO gap (spin up / spin down) = 0.2311 / 0.1415 hartree
energy relative to the best compared isomer or geometry (same formula, charge and spin) = 93.9 kcal per mole

Mulliken atomic charge list, values in e, 5 entries:
1 C -0.089
2 C -0.140
3 C -0.459
4 C -0.433
5 N -0.584

***

(3)
A molecular structure, C28H47CeN7OP2S, computed with the ωB97M-V functional and the def2-TZVPD basis.

Element x y z (Å)
1 Ce 0.089 0.163 0.568
2 N -2.084 3.412 -2.575
3 C -1.794 2.852 -1.417
4 N -1.476 1.587 -1.247
5 C -1.547 0.754 -2.371
6 N -1.522 -0.537 -2.256
7 N -1.277 -1.105 -1.048
8 C -1.879 -2.209 -0.782
9 C -1.526 -2.964 0.412
10 C -1.913 -4.294 0.523
11 C -1.504 -5.029 1.629
12 C -0.709 -4.404 2.577
13 C -0.381 -3.068 2.394
14 N -0.786 -2.338 1.353
15 C -1.724 1.328 -3.689
16 C -1.673 0.572 -4.866
17 C -1.918 1.176 -6.080
18 C -2.223 2.540 -6.143
19 C -2.274 3.306 -4.995
20 C -2.027 2.696 -3.773
21 H -2.358 4.387 -2.611
22 H -1.843 3.501 -0.551
23 H -2.631 -2.618 -1.453
24 H -2.522 -4.744 -0.251
25 H -1.802 -6.063 1.742
26 H -0.357 -4.937 3.449
27 H 0.229 -2.560 3.132
28 H -1.460 -0.485 -4.795
29 H -1.887 0.595 -6.991
30 H -2.428 3.001 -7.100
31 H -2.500 4.365 -5.042
32 C 1.301 2.084 4.222
33 P 0.912 0.476 3.427
34 C 2.218 -0.589 4.143
35 C -0.597 -0.010 4.384
36 C -1.826 0.815 3.998
37 P -2.314 0.596 2.226
38 C -3.508 -0.786 2.327
39 C -3.428 2.023 1.971
40 H 1.457 1.910 5.287
41 H 0.486 2.799 4.107
42 H 2.217 2.513 3.812
43 H 2.023 -0.746 5.204
44 H 3.182 -0.090 4.032
45 H 2.275 -1.552 3.635
46 H -0.372 0.113 5.445
47 H -0.798 -1.071 4.217
48 H -1.658 1.878 4.183
49 H -2.677 0.516 4.612
50 H -4.300 -0.521 3.027
51 H -3.015 -1.695 2.669
52 H -3.952 -0.972 1.348
53 H -4.162 2.060 2.776
54 H -3.951 1.917 1.020
55 H -2.870 2.961 1.965
56 N 1.665 0.585 -1.538
57 C 2.180 1.812 -2.209
58 C 3.144 2.579 -1.313
59 C 2.625 2.820 0.103
60 C 1.283 3.563 0.139
61 N 0.360 2.900 1.101
62 H 2.470 0.014 -1.281
63 H 1.175 0.039 -2.250
64 H 1.323 2.422 -2.499
65 H 2.706 1.548 -3.128
66 H 3.363 3.534 -1.793
67 H 4.092 2.039 -1.251
68 H 3.381 3.378 0.654
69 H 2.507 1.852 0.626
70 H 0.809 3.547 -0.842
71 H 1.436 4.608 0.410
72 H -0.505 3.434 1.129
73 H 0.766 3.032 2.024
74 O 1.724 -1.611 0.194
75 S 1.935 -3.140 0.067
76 C 1.352 -3.541 -1.631
77 C 2.571 -3.947 -2.459
78 C 3.762 -3.181 -1.895
79 C 3.682 -3.363 -0.387
80 H 0.884 -2.622 -1.987
81 H 0.601 -4.326 -1.562
82 H 2.411 -3.735 -3.515
83 H 2.745 -5.020 -2.364
84 H 3.696 -2.119 -2.147
85 H 4.706 -3.558 -2.286
86 H 4.282 -2.664 0.195
87 H 3.929 -4.383 -0.083

Summary:
charge = +4
LUMO energy (spin up / spin down) = -13.77 / -13.77 eV
HOMO-LUMO gap (spin up / spin down) = 0.1764 / 0.1765 hartree
energy relative to the best compared isomer or geometry (same formula, charge and spin) = 0.0 kcal per mole

Mulliken atomic charge list, values in e, 5 entries:
1 Ce -0.031
2 N 0.103
3 C -0.853
4 N 0.403
5 C 0.138

***

(4)
A molecular structure, C28H47Cl3LaN2O3PSi, computed with the ωB97M-V functional and the def2-TZVPD basis.

Element x y z (Å)
1 C -4.850 1.602 -0.615
2 C -3.833 1.660 -1.734
3 H -5.785 2.110 -0.841
4 H -4.408 1.988 0.313
5 H -5.039 0.538 -0.422
6 C -3.722 2.659 -2.608
7 C -4.614 3.846 -2.587
8 H -3.025 2.605 -3.446
9 H -4.809 4.207 -1.566
10 H -5.590 3.622 -3.038
11 H -4.191 4.684 -3.150
12 La 0.770 -0.421 1.211
13 Cl -0.831 -2.654 0.541
14 Cl 1.736 -0.198 3.778
15 C 1.346 -1.425 -2.127
16 O 1.444 -0.731 -1.079
17 N 2.097 -1.200 -3.193
18 C 3.069 -0.103 -3.227
19 C 2.031 -2.053 -4.372
20 H 0.630 -2.271 -2.189
21 H 3.127 0.389 -2.253
22 H 2.775 0.624 -3.996
23 H 4.046 -0.516 -3.506
24 H 1.204 -2.764 -4.246
25 H 2.980 -2.595 -4.484
26 H 1.856 -1.436 -5.261
27 H -2.112 3.025 0.323
28 H -1.078 4.525 -2.192
29 C -1.325 3.747 0.600
30 C -0.306 4.760 -1.441
31 N -0.259 3.732 -0.401
32 H -0.919 3.470 1.579
33 C 0.719 2.821 -0.354
34 O 0.765 1.879 0.496
35 H 0.666 4.830 -1.942
36 H 1.505 2.933 -1.109
37 H -1.738 4.756 0.625
38 H -0.562 5.725 -0.989
39 O -2.586 0.911 -0.450
40 C -2.812 0.496 -1.685
41 C -0.809 1.508 -2.998
42 C -1.736 0.480 -2.801
43 H -0.724 2.297 -2.236
44 C -0.022 1.567 -4.156
45 H -3.315 -0.511 -1.681
46 C -1.789 -0.534 -3.757
47 H 0.680 2.396 -4.302
48 C -0.156 0.588 -5.149
49 C -1.035 -0.475 -4.936
50 H -2.465 -1.370 -3.595
51 H 0.424 0.660 -6.083
52 H -1.145 -1.251 -5.700
53 Si -2.335 -0.209 3.950
54 Cl -1.421 0.675 1.975
55 C -1.290 0.763 5.185
56 C -1.932 -2.031 3.926
57 C -4.141 0.094 4.327
58 H -0.413 1.218 4.714
59 H -0.939 0.084 5.973
60 H -1.923 1.541 5.632
61 H -4.341 1.177 4.382
62 H -4.338 -0.352 5.322
63 H -4.803 -0.383 3.587
64 H -1.743 -2.439 2.900
65 H -2.791 -2.574 4.367
66 H -1.036 -2.222 4.548
67 C 2.430 -4.261 0.564
68 P 2.223 -2.953 1.807
69 C 1.458 -3.762 3.256
70 C 3.937 -2.582 2.304
71 C 4.534 -1.379 1.848
72 C 5.829 -1.072 2.262
73 C 6.521 -1.949 3.111
74 C 5.916 -3.129 3.547
75 C 4.623 -3.449 3.150
76 H 1.441 -4.473 0.135
77 H 2.855 -5.142 1.060
78 H 3.101 -3.892 -0.224
79 H 1.980 -4.710 3.429
80 H 1.539 -3.085 4.119
81 H 0.394 -3.931 3.036
82 H 3.974 -0.684 1.200
83 H 6.294 -0.143 1.917
84 H 7.531 -1.699 3.424
85 H 6.449 -3.811 4.204
86 H 4.136 -4.363 3.492

Summary:
LUMO energy = 0.05 eV
HOMO-LUMO gap = 0.1995 hartree
energy relative to the best compared isomer or geometry (same formula, charge and spin) = 0.0 kcal per mole

Mulliken atomic charge list, values in e, 5 entries:
1 C -1.632
2 C 0.346
3 H 0.468
4 H 0.152
5 H 0.356

***

(5)
12 unconnected molecules or ions with the total composition C28H47N11O3P, computed with the ωB97M-V functional and the def2-TZVPD basis.

Element x y z (Å)
1 C -2.564 -0.442 -2.581
2 C -2.757 0.429 -1.238
3 O -3.186 1.787 -1.505
4 C -3.715 -0.374 -0.206
5 P -2.728 -1.700 0.695
6 C -1.490 -1.045 1.951
7 C -0.715 -2.349 2.554
8 C 0.548 -2.784 1.688
9 O 0.388 -3.252 0.527
10 O 1.850 -2.682 2.244
11 H -2.305 0.277 -3.435
12 H -1.667 -1.123 -2.422
13 H -3.487 -1.054 -2.836
14 H -1.723 0.490 -0.750
15 H -2.770 2.314 -0.785
16 H -4.324 0.309 0.483
17 H -4.482 -0.929 -0.865
18 H -3.668 -2.512 1.401
19 H -1.952 -2.441 -0.275
20 H -0.777 -0.263 1.532
21 H -1.990 -0.561 2.868
22 H -0.383 -2.169 3.633
23 H -1.484 -3.204 2.498
24 H 2.482 -2.663 1.479
25 C 1.575 -1.088 -1.939
26 C 1.056 0.088 -2.700
27 N 0.648 1.028 -3.307
28 H 0.765 -1.548 -1.371
29 H 1.990 -1.826 -2.628
30 H 2.357 -0.768 -1.248
31 C 1.765 4.216 -4.704
32 C 2.055 5.656 -4.420
33 N 2.283 6.787 -4.196
34 H 1.649 3.670 -3.769
35 H 0.845 4.129 -5.284
36 H 2.584 3.778 -5.272
37 C 4.651 5.425 -1.448
38 C 3.978 4.183 -1.942
39 N 3.449 3.207 -2.329
40 H 4.865 6.088 -2.287
41 H 4.001 5.943 -0.742
42 H 5.586 5.166 -0.949
43 C -6.461 -0.770 -4.144
44 C -6.123 -2.129 -3.613
45 N -5.857 -3.194 -3.197
46 H -7.278 -0.338 -3.564
47 H -5.589 -0.117 -4.073
48 H -6.766 -0.845 -5.188
49 C -6.270 3.582 0.530
50 C -4.989 3.167 1.181
51 N -3.979 2.842 1.709
52 H -7.111 3.343 1.182
53 H -6.259 4.657 0.343
54 H -6.392 3.056 -0.418
55 C 4.734 2.827 -7.686
56 C 3.303 3.260 -7.756
57 N 2.181 3.599 -7.811
58 H 5.036 2.391 -8.639
59 H 5.371 3.686 -7.470
60 H 4.858 2.083 -6.898
61 C -3.816 7.141 1.840
62 C -5.139 6.608 2.294
63 N -6.177 6.190 2.650
64 H -3.969 7.959 1.135
65 H -3.252 7.509 2.697
66 H -3.246 6.350 1.351
67 C 4.001 0.897 0.511
68 C 4.329 -0.464 1.043
69 N 4.590 -1.531 1.462
70 H 3.174 1.327 1.077
71 H 4.871 1.549 0.600
72 H 3.716 0.828 -0.540
73 C 2.889 -4.907 4.328
74 C 2.229 -5.686 5.420
75 N 1.706 -6.298 6.274
76 H 3.745 -5.462 3.938
77 H 2.181 -4.731 3.518
78 H 3.234 -3.946 4.713
79 C 7.232 -4.776 4.521
80 C 6.568 -6.027 4.034
81 N 6.047 -7.007 3.652
82 H 7.441 -4.115 3.679
83 H 6.578 -4.260 5.226
84 H 8.169 -5.025 5.021
85 C -1.615 -7.039 6.536
86 C -3.046 -6.611 6.443
87 N -4.169 -6.275 6.369
88 H -1.297 -7.478 5.590
89 H -0.984 -6.178 6.758
90 H -1.498 -7.779 7.329

Summary:
charge = +1
LUMO energy = -2.91 eV
HOMO-LUMO gap = 0.3637 hartree
energy relative to the best compared isomer or geometry (same formula, charge and spin) = 67.8 kcal per mole

Mulliken atomic charge list, values in e, 5 entries:
1 C -0.939
2 C 0.492
3 O -0.570
4 C -0.276
5 P 0.030

***

| no. | electronic energy (hartree) |
| --- | --- |
| 1 | -3928.610137 |
| 2 | -5671.978898 |
| 3 | -3108.418705 |
| 4 | -3473.520072 |
| 5 | -2264.080291 |